## P
Entry from the Open Molecules 2025 dataset: a cluster of 2 separate species, C3H12N3O in total (ωB97M-V/def2-TZVPD).

Structure (XYZ):
```
19
C3H12N3O | the Open Molecules 2025 dataset | ωB97M-V/def2-TZVPD
C -1.67743 1.29993 2.01622
O -0.18610 1.24713 1.92123
H 0.35528 1.67089 2.59083
H -1.88614 1.52852 0.99252
H -1.89203 2.07643 2.71118
H -1.95336 0.28798 2.36603
C 0.57750 -2.32992 -0.33996
C 0.39544 -0.02791 -1.25690
N 0.04513 -0.92894 -0.36751
N 1.21711 -0.28373 -2.31169
N 0.08473 1.26802 -1.02497
H -0.38297 -0.56468 0.54460
H -0.04203 -2.95079 -1.01674
H 0.44690 -2.69380 0.70705
H 1.23663 -1.21200 -2.71202
H 2.07698 0.26832 -2.32939
H -0.41766 1.52419 -0.21090
H 0.39850 2.01950 -1.62048
H 1.60353 -2.19913 -0.65910
```

Output
E_LUMO: -2.878 eV
Charge: +1



## Q
Entry from the Open Molecules 2025 dataset: a cluster of 2 separate species, C3H12N3O in total (ωB97M-V/def2-TZVPD).

Structure (XYZ):
```
19
C3H12N3O | the Open Molecules 2025 dataset | ωB97M-V/def2-TZVPD
C 0.52050 1.68598 -0.75505
C 1.50570 -1.13683 1.74730
C -1.57329 0.42960 -0.76306
N -2.20133 -0.68100 -0.47105
N -0.26430 0.52514 -0.58823
N 1.45878 -1.30515 0.30276
O -2.14416 1.52641 -1.35298
H 1.61409 1.44131 -0.79066
H 0.22246 2.31152 -1.52270
H 0.55165 2.39196 0.09921
H 2.50253 -1.18972 2.12453
H 1.10031 -0.15371 1.88538
H 0.86051 -1.83487 2.17535
H 0.18009 -0.30254 -0.21515
H -1.60952 -1.47996 -0.04475
H -3.21061 -0.80698 -0.47244
H 2.30847 -0.94682 -0.06817
H 1.21579 -2.19537 0.02175
H -3.03769 1.72101 -1.31205
```

Output
E_LUMO: -3.164 eV
Charge: +1



## R
Entry from the Open Molecules 2025 dataset: a cluster of 2 separate species, C3H12N3O in total (ωB97M-V/def2-TZVPD).

Structure (XYZ):
```
19
C3H12N3O | the Open Molecules 2025 dataset | ωB97M-V/def2-TZVPD
C -1.63002 1.52300 -2.74552
N -1.65376 1.61053 -1.27378
C -0.83973 0.86587 -0.55702
N -0.88294 0.66243 0.73030
H -2.20396 2.35117 -3.15036
H -2.06128 0.57881 -3.06550
H -0.61769 1.65084 -3.11689
H -2.51419 1.94967 -0.85710
H -0.00749 0.38716 -1.06203
H -1.68464 1.03708 1.22053
H -0.11841 0.09453 1.26646
N 1.06375 -0.71270 1.97052
C 1.60353 -1.86392 1.24818
O 2.98323 -1.91434 1.48074
H 0.93498 -0.99932 2.93758
H 1.79719 -0.01416 2.04989
H 1.09609 -2.75994 1.60080
H 1.40546 -1.71051 0.18183
H 3.32990 -2.73619 1.14137
```

Output
E_LUMO: -2.886 eV
Charge: +1



## S
Entry from the Open Molecules 2025 dataset: a cluster of 2 separate species, C3H12N3O in total (ωB97M-V/def2-TZVPD).

Structure (XYZ):
```
19
C3H12N3O | the Open Molecules 2025 dataset | ωB97M-V/def2-TZVPD
C 0.53906 -1.16624 -2.05854
C 1.59120 -0.08836 -1.95738
N 1.75316 0.40291 -0.55099
H 0.27666 -1.31471 -3.10412
H 0.87902 -2.11649 -1.64630
H -0.38740 -0.91431 -1.53496
H 2.55529 -0.49406 -2.26322
H 1.34836 0.77385 -2.57448
H 0.90993 0.93291 -0.24060
H 2.54988 1.04464 -0.51465
H 1.94089 -0.34989 0.11825
N -0.52491 1.40838 0.92876
C -1.00947 0.12118 1.29155
N -2.07716 -0.32208 0.58866
O -0.43348 -0.52196 2.12695
H -1.20470 2.00029 0.45332
H -0.19062 1.88410 1.76314
H -2.42437 -1.22247 0.86163
H -2.52931 0.22328 -0.11503
```

Output
E_LUMO: -3.217 eV
Charge: +1



Stability, lowest: Q



## P
Entry from the Open Molecules 2025 dataset: the molecule C2H5NS2 (ωB97M-V/def2-TZVPD).

Structure (XYZ):
```
10
C2H5NS2 | the Open Molecules 2025 dataset | ωB97M-V/def2-TZVPD
C -0.49704 -1.34485 0.88329
S -1.14313 0.34435 0.93804
N 0.08571 1.01695 0.07754
C 0.45045 1.14562 -1.30404
S 0.14838 -0.00888 -2.41731
H 0.50343 -1.27152 1.58635
H -0.08241 -1.57593 -0.11017
H -1.07646 -2.21774 1.36064
H 0.31197 2.00602 0.39415
H 1.29912 1.90598 -1.40849
```

Output
SMILES string: CSNC=S
E_LUMO: 0.064 eV



## Q
Entry from the Open Molecules 2025 dataset: the molecule C2H5NS2 (ωB97M-V/def2-TZVPD).

Structure (XYZ):
```
10
C2H5NS2 | the Open Molecules 2025 dataset | ωB97M-V/def2-TZVPD
C 1.40974 1.29628 0.45791
S 1.57243 -0.31401 -0.38633
C 0.14408 -1.20801 0.25567
N -1.10348 -0.92443 0.42490
S -1.78172 0.48095 -0.26378
H 2.38427 1.78039 0.35479
H 0.66670 1.96521 0.00014
H 1.12201 1.19320 1.53243
H 0.43159 -2.16267 0.73482
H -2.85452 0.49418 0.52373
```

Output
SMILES string: CS/C=N\S
E_LUMO: 0.571 eV



Stability, lowest: P



## P
Entry from the Open Molecules 2025 dataset: the molecule C2H5NS2 (ωB97M-V/def2-TZVPD).

Structure (XYZ):
```
10
C2H5NS2 | the Open Molecules 2025 dataset | ωB97M-V/def2-TZVPD
C 1.29733 -0.32515 -0.89115
N 0.61920 -0.09527 0.32707
S 0.30832 1.52368 0.93446
C -0.77377 0.18899 0.40056
S -1.73730 -0.70977 1.64945
H 0.50989 -0.97339 -1.45938
H 1.35619 0.64937 -1.35815
H 2.37087 -0.68786 -0.83395
H -1.22066 0.29730 -0.66273
H -2.73007 0.13210 1.89383
```

Output
SMILES string: CN1S[C@@H]1S
E_LUMO: 0.538 eV



## Q
Entry from the Open Molecules 2025 dataset: a cluster of 2 separate species, C2H5NS2 in total (ωB97M-V/def2-TZVPD).

Structure (XYZ):
```
10
C2H5NS2 | the Open Molecules 2025 dataset | ωB97M-V/def2-TZVPD
C -0.18275 0.17217 0.41922
C -0.71995 -1.74306 -0.34619
N 1.66633 1.97285 0.33481
S -1.42408 1.41011 0.41165
S 0.55372 1.40215 -0.53718
H 0.32544 -0.12251 1.28437
H 0.10919 -2.32030 -0.42421
H -0.99356 -1.27887 -1.26044
H -1.44100 -2.09847 0.36821
H 2.10666 2.60593 -0.25023
```

Output
E_LUMO: -0.040 eV



Stability, lowest: Q



## P
Entry from the Open Molecules 2025 dataset: the molecule C2H5NO2S (ωB97M-V/def2-TZVPD).

Structure (XYZ):
```
11
C2H5NO2S | the Open Molecules 2025 dataset | ωB97M-V/def2-TZVPD
C 0.03519 1.16518 0.37611
C 0.58489 -0.11447 1.05611
N 0.49862 1.31503 -0.90905
O 0.47627 -1.24141 0.17653
O -1.32380 -1.37803 -1.54128
S 0.29081 -1.05789 -1.38324
H -1.07302 1.16705 0.47308
H 0.40368 2.01737 0.96848
H 1.64336 0.00253 1.29423
H 0.01592 -0.36325 1.95518
H -1.55191 -1.51212 -2.46616
```

Output
E_LUMO (spin up / spin down): 0.079 / -0.125 eV



## Q
Entry from the Open Molecules 2025 dataset: the molecule C2H5NO2S (ωB97M-V/def2-TZVPD).

Structure (XYZ):
```
11
C2H5NO2S | the Open Molecules 2025 dataset | ωB97M-V/def2-TZVPD
C -0.58876 1.41883 -0.48118
C -0.73810 0.10271 -0.79240
N -0.27979 -1.31086 1.60790
O 0.20477 -0.86678 -1.01237
O 2.15097 -0.89479 0.35123
S 0.69313 -1.58357 0.42163
H 0.41836 1.92309 -0.33821
H -1.46650 2.05489 -0.64220
H -0.84958 -0.65675 1.51514
H -1.76136 -0.24496 -0.98835
H 2.21686 0.05818 0.35882
```

Output
E_LUMO: 0.708 eV



Stability, lowest: P